(1)
The following is a quantum chemistry calculation of an isolated ion of composition C5H8NO and charge -1 at a distorted geometry, from the Open Molecules 2025 dataset.

The geometry in ORCA input format:
```
! RIJCOSX wB97M-V def2-TZVPD def2/J DEFGRID3
* xyz -1 1
N -1.7330 -0.0297 -0.0251
H -0.8260 0.0878 1.9061
H 0.5649 -1.7172 1.5747
H -0.6406 -2.2496 0.5549
C -0.0058 0.2713 -2.0048
C 0.1141 -1.5590 0.6602
C -0.5054 -0.1568 0.8389
C 0.8164 0.8141 -1.1298
H 0.1160 1.8799 0.6525
H 1.4237 0.4905 0.8379
C 0.5216 0.8752 0.3653
O -2.4033 0.9667 0.2765
H 0.7449 -1.4019 -0.1988
H 0.1619 0.0730 -3.0715
H 1.6506 1.6556 -1.2371
*
```

As for the LUMO energy (spin up / spin down): 4.45 / 4.45 eV. The value obtained for the energy above the lowest of the compared OMol25 structures with the same formula, charge and spin is 96.0 kcal per mole.

(2)
The following is a quantum chemistry calculation of C3H2AuO4 as an isolated structure at a distorted geometry, from the Open Molecules 2025 dataset.

The geometry in ORCA input format:
```
! RIJCOSX wB97M-V def2-TZVPD def2/J DEFGRID3
* xyz 0 4
O 0.5101 -0.2585 0.3626
H -2.5916 0.5766 -0.2550
C -1.6330 0.0453 -0.3720
O 2.6203 -0.6004 -0.2253
Au -0.1234 -2.0634 0.1251
H -0.5357 1.4691 -0.5528
C 1.8989 0.1866 0.3898
O 2.0886 1.2990 0.8667
C -0.5564 0.6108 0.2694
O -1.6779 -1.2653 -0.6086
*
```

As for the LUMO energy (spin up / spin down): -1.04 / -4.25 eV. The value obtained for the energy above the lowest of the compared OMol25 structures with the same formula, charge and spin is 10.4 kcal per mole.

(3)
The following is a quantum chemistry calculation of a 2-piece molecular cluster, C15H25ClFN2O2 overall at a distorted geometry, from the Open Molecules 2025 dataset.

The geometry in ORCA input format:
```
! RIJCOSX wB97M-V def2-TZVPD def2/J DEFGRID3
* xyz 1 1
H -0.4932 0.7877 3.1752
C -0.3311 1.7789 -1.3792
H 3.1806 -2.5915 4.1130
Cl -4.2042 0.5088 -4.5328
O 1.6809 2.0171 2.2827
C 2.6419 -0.1275 1.7226
C -2.5663 1.2949 -0.4239
O -0.7602 -1.7535 3.5434
N -1.2295 0.8021 -0.7484
H -0.1611 -0.8992 -1.3384
C 0.2087 -1.3077 2.9215
C -3.2051 1.5564 -1.7573
C 3.1436 -1.5549 3.7443
N -2.2214 1.1525 -2.9076
H 3.2583 -2.4192 0.3938
C 2.6495 -1.5540 2.2934
C -0.9470 2.0092 -2.7305
H -1.2454 3.0552 -2.7930
C 3.5874 -2.4003 1.4420
H -3.3763 2.6283 -1.8549
H 2.4960 -0.9613 4.4003
C -2.7287 1.4463 -4.2273
C 1.2403 -2.1619 2.1904
H 3.6154 -3.4314 1.8096
C -1.2102 -0.5369 -1.3496
H 3.6020 0.3715 1.9179
H -1.7722 -1.2185 -0.6795
H 0.6821 1.3281 -1.3712
H -2.9500 2.5050 -4.2254
C 0.2136 0.1745 2.5811
H 2.5150 -0.1882 0.6166
H -0.2315 1.6910 -3.4903
F -0.2971 0.1343 1.3494
H 4.1631 -1.1421 3.7716
H -2.4264 2.1821 0.2234
H -1.0253 -0.5447 -3.4668
H -4.1063 0.9585 -1.8705
H -1.9466 1.1499 -4.9133
H -2.6881 -0.9556 -2.8461
C 1.5973 0.8326 2.3439
H 0.9819 -2.3053 1.1189
H 1.2069 -3.1455 2.6808
H -0.2936 2.6467 -0.6899
H -3.0533 0.5254 0.2052
C -1.7971 -0.3440 -2.7217
H 4.6027 -1.9939 1.4767
*
```

As for the LUMO energy: -2.54 eV. The value obtained for the energy above the lowest of the compared OMol25 structures with the same formula, charge and spin is 4.2 kcal per mole.

(4)
The following is a quantum chemistry calculation of C38H42AsCrN3O2S2 as an isolated structure, from the Open Molecules 2025 dataset.

The geometry in ORCA input format:
```
! RIJCOSX wB97M-V def2-TZVPD def2/J DEFGRID3
* xyz 1 4
H 0.6385 -4.0741 0.2971
H -5.9332 0.0632 -1.3829
O -1.4762 2.9152 0.8452
C 2.0188 -2.4070 0.1984
H 2.0128 5.8043 3.1224
H 2.7028 1.9563 1.4102
H -4.5538 -0.0946 -3.4976
H 2.3825 0.6607 -4.2758
C 1.9242 0.3161 -3.3572
H -0.1568 -2.5763 -0.1276
C -1.0863 -0.2753 6.4355
C -1.5829 0.2366 -7.2338
H -3.7744 -1.2149 4.5916
C 1.9295 -2.1462 3.5555
H 3.5365 0.8339 3.3227
C 0.7621 -3.1482 -0.2669
C -0.2052 0.0037 5.4053
N -1.7249 2.5876 -6.9076
H 2.7972 -3.9586 4.2916
H 5.0169 -2.9349 4.6933
S -2.4435 -0.8448 2.1101
H -3.7954 2.7771 -1.0285
C 2.3969 0.6638 -2.1377
H 5.3722 -0.5386 4.2037
H -0.7743 -0.1601 7.4649
H 3.5906 -1.1461 -0.5522
C 0.7778 -0.5134 -3.4176
H 3.4543 -3.9296 -0.3908
C 1.8251 -0.0229 -0.9425
C -0.0417 -0.5578 -2.2432
C -4.6199 -0.9471 -2.8202
H -0.3903 2.4846 4.3415
O -2.4885 -0.3301 -0.7850
H -0.7130 3.2839 -5.2610
H -0.3984 -1.9628 -6.3545
C -1.8934 -0.5870 3.7731
H -1.5485 2.0292 -1.9054
H 2.0062 0.5475 -0.0356
H 0.8035 0.3305 5.6287
N -0.5139 1.2400 -5.3646
C 0.7371 4.2283 3.8217
H 2.7905 -4.1552 1.2296
H 3.2521 1.3177 -2.0190
H -3.0679 -0.9337 6.9339
C 3.1312 -3.4051 0.5141
H 4.0021 -2.9044 0.9434
C 4.2085 -2.3371 4.2925
C 0.4134 2.8796 3.7347
C 2.9630 -2.9129 4.0654
C 2.1314 -0.7961 3.2711
N 0.3739 -0.2180 -1.0624
C -5.0149 -0.5289 -1.4150
C -0.9772 2.3961 -5.8264
C -0.6109 -0.1418 4.0818
H -5.3700 -1.6294 -3.2181
H 0.1839 4.8680 4.4976
H -2.3430 1.1032 -3.1724
C -2.3726 -0.7102 6.1341
C 0.4605 -1.3850 -4.5640
Cr -0.9426 -0.0476 0.5804
C 1.1165 2.0469 2.8714
H -2.4791 2.8652 -3.1419
C 2.1375 2.5843 2.0882
H 2.5903 -1.8530 -1.8035
C 4.4087 -0.9947 4.0157
C -2.0277 1.4941 -7.6036
H 1.7858 -1.8820 1.1166
C -0.2538 -1.1440 -5.6587
C -2.7746 -0.8679 4.8192
H -2.6391 1.6337 -8.4885
S -3.7892 0.4727 -0.5719
H -5.1523 -1.3876 -0.7562
C 3.3699 -0.2193 3.5086
H 0.9578 -2.6005 3.3892
C 2.5559 -1.3893 -0.8110
H -1.0843 -0.8357 -2.3490
C 1.7610 4.7542 3.0494
C -3.7104 1.9135 -1.6876
C -1.2381 1.8124 0.7516
As 0.5924 0.1939 2.6182
H -1.8223 -0.6413 -7.8185
C -0.8107 0.1510 -6.0822
C 2.4638 3.9289 2.1816
C -2.4432 1.9694 -2.5219
H 3.2671 4.3318 1.5782
H 0.8246 -3.4154 -1.3269
H -4.5999 1.8811 -2.3176
H 0.8727 -2.3889 -4.4642
H -3.6614 -1.4652 -2.8102
*
```

As for the LUMO energy (spin up / spin down): -2.42 / -4.05 eV. The value obtained for the energy above the lowest of the compared OMol25 structures with the same formula, charge and spin is 34.3 kcal per mole.

(5)
The following is a quantum chemistry calculation of C2HNO2S as an isolated structure at a distorted geometry, from the Open Molecules 2025 dataset.

The geometry in ORCA input format:
```
! RIJCOSX wB97M-V def2-TZVPD def2/J DEFGRID3
* xyz 0 1
O 3.8846 -0.9990 0.8027
C -0.1976 -0.6674 0.1059
O 3.9110 0.4297 -0.9711
C 3.8104 -0.2539 -0.0523
S 0.9704 0.6225 -0.1021
H 0.5207 1.8384 -1.3020
N -0.9722 -1.4409 0.3976
*
```

As for the LUMO energy: -1.56 eV. The value obtained for the energy above the lowest of the compared OMol25 structures with the same formula, charge and spin is 49.1 kcal per mole.

(6)
The following is a quantum chemistry calculation of a 2-piece molecular cluster, C6H15N2 overall at a distorted geometry, from the Open Molecules 2025 dataset.

The geometry in ORCA input format:
```
! RIJCOSX wB97M-V def2-TZVPD def2/J DEFGRID3
* xyz 1 1
H -1.1114 -2.2982 -1.1939
H -0.1300 0.4031 2.1367
H -1.9355 1.0456 1.4515
C -0.4667 0.6697 0.0596
N -0.0277 0.4894 -1.1486
H -0.5053 -1.6051 -3.8305
H 0.5294 -1.7049 0.6598
C 1.2740 -0.9535 1.0541
H 2.4584 1.2982 0.7742
H -2.1359 2.2210 0.0478
H -1.9442 -2.7411 -3.2205
C 0.5396 0.3760 1.1902
H 1.1736 2.6747 1.1892
C -1.7633 1.2341 0.3871
N -0.6776 -1.6653 -1.8843
H 1.9963 -1.0145 0.3301
C 1.5655 1.6015 1.3937
H 1.9004 1.4950 2.3965
H 0.9255 0.0074 -1.1520
H -2.5365 0.7052 -0.1898
H 1.6505 -1.4800 2.0278
H -0.4072 0.6480 -2.0863
C -1.1176 -2.0085 -3.0076
*
```

As for the LUMO energy: -3.84 eV. The value obtained for the energy above the lowest of the compared OMol25 structures with the same formula, charge and spin is 70.9 kcal per mole.

Question: The highest energy above the lowest of the compared OMol25 structures with the same formula, charge and spin belongs to which entry?
Answer: C5H8NO

Question: Look up the energy above the lowest of the compared OMol25 structures with the same formula, charge and spin of the second one.
Answer: 10.4 kcal per mole

Please write out number 6 again, unchanged.
The following is a quantum chemistry calculation of a 2-piece molecular cluster, C6H15N2 overall at a distorted geometry, from the Open Molecules 2025 dataset.

The geometry in ORCA input format:
```
! RIJCOSX wB97M-V def2-TZVPD def2/J DEFGRID3
* xyz 1 1
H -1.1114 -2.2982 -1.1939
H -0.1300 0.4031 2.1367
H -1.9355 1.0456 1.4515
C -0.4667 0.6697 0.0596
N -0.0277 0.4894 -1.1486
H -0.5053 -1.6051 -3.8305
H 0.5294 -1.7049 0.6598
C 1.2740 -0.9535 1.0541
H 2.4584 1.2982 0.7742
H -2.1359 2.2210 0.0478
H -1.9442 -2.7411 -3.2205
C 0.5396 0.3760 1.1902
H 1.1736 2.6747 1.1892
C -1.7633 1.2341 0.3871
N -0.6776 -1.6653 -1.8843
H 1.9963 -1.0145 0.3301
C 1.5655 1.6015 1.3937
H 1.9004 1.4950 2.3965
H 0.9255 0.0074 -1.1520
H -2.5365 0.7052 -0.1898
H 1.6505 -1.4800 2.0278
H -0.4072 0.6480 -2.0863
C -1.1176 -2.0085 -3.0076
*
```

As for the LUMO energy: -3.84 eV. The value obtained for the energy above the lowest of the compared OMol25 structures with the same formula, charge and spin is 70.9 kcal per mole.

Question: Among the records above, which one has the lowest energy above the lowest of the compared OMol25 structures with the same formula, charge and spin?
Answer: C15H25ClFN2O2